Record 1
Here is a structure of composition C24H16F5ORuS2 from OMol25. Energies are from ωB97M-V/def2-TZVPD.

Structure (ORCA input):
```
! wB97M-V def2-TZVPD RIJCOSX def2/J DEFGRID3
* xyz 2 2
Ru 0.767 0.951 -0.718
C 1.815 2.331 -2.483
C 1.235 3.082 -1.448
C 1.627 2.897 -0.111
C 2.608 1.933 0.196
C 3.149 1.165 -0.838
C 2.767 1.362 -2.177
H 1.505 2.491 -3.506
H 0.474 3.816 -1.677
H 1.170 3.484 0.674
H 2.887 1.763 1.226
H 3.841 0.368 -0.598
H 3.180 0.739 -2.959
F -3.786 0.786 -6.275
C -3.220 0.828 -5.098
C -1.845 0.630 -4.992
F -1.128 0.405 -6.078
C -1.246 0.673 -3.756
F 0.072 0.497 -3.698
C -1.992 0.912 -2.601
S -1.369 0.866 -0.978
C -3.372 1.117 -2.734
F -4.107 1.345 -1.659
C -3.990 1.073 -3.967
F -5.288 1.256 -4.073
O 1.219 -0.924 -0.174
S 1.498 -1.616 1.197
C 1.259 -0.383 2.443
C 2.229 -0.322 3.432
C 2.091 0.620 4.446
C 1.009 1.488 4.445
C 0.041 1.413 3.445
C 0.156 0.465 2.443
C 0.169 -2.745 1.458
C -1.089 -2.563 0.900
C -2.075 -3.490 1.193
C -1.799 -4.562 2.036
C -0.532 -4.729 2.577
C 0.473 -3.822 2.279
H 3.085 -0.987 3.412
H 2.835 0.678 5.229
H 0.907 2.220 5.234
H -0.817 2.073 3.469
H -0.639 0.346 1.715
H -1.287 -1.735 0.235
H -3.062 -3.381 0.765
H -2.576 -5.279 2.261
H -0.319 -5.575 3.216
H 1.474 -3.958 2.672
*
```

- LUMO energy (alpha / beta) (eV) = -8.656 / -9.086
- Kohn-Sham gap (alpha / beta) (eV) = 6.3 / 5.9
- DFT total energy (eV) = -65016.563
- ΔE to the lowest compared entry with this formula, charge and spin (kcal/mol) = 31.2

Record 2
Here is a structure of composition C24H17BeF6N5O4S2 from OMol25. Energies are from ωB97M-V/def2-TZVPD.

Structure (ORCA input):
```
! wB97M-V def2-TZVPD RIJCOSX def2/J DEFGRID3
* xyz 0 1
Be 0.647 0.481 -0.122
N -8.263 -1.260 3.844
C -7.221 -1.070 3.401
C -5.915 -0.831 2.845
C -4.783 -1.245 3.541
C -3.529 -1.012 3.006
C -3.399 -0.374 1.776
C -4.535 0.035 1.084
C -5.793 -0.187 1.617
C -2.056 -0.122 1.195
C -1.220 0.787 1.834
C -1.454 1.560 2.999
C -0.325 2.320 3.207
C 0.562 1.999 2.157
N 0.044 1.091 1.344
C -1.708 -0.811 0.030
C -2.417 -1.845 -0.622
C -1.618 -2.290 -1.658
C -0.445 -1.520 -1.607
N -0.484 -0.641 -0.605
H -4.893 -1.746 4.493
H -2.643 -1.328 3.540
H -4.428 0.533 0.130
H -6.679 0.134 1.087
H -2.356 1.550 3.588
H -0.145 3.031 3.995
H 1.541 2.416 1.971
H -3.393 -2.207 -0.344
H -1.836 -3.065 -2.373
H 0.416 -1.568 -2.255
F -0.052 -0.824 -4.862
C 1.126 -0.337 -5.245
F 1.954 -1.361 -5.464
F 0.970 0.338 -6.374
S 1.893 0.727 -3.937
O 2.324 -0.187 -2.914
O 2.859 1.539 -4.605
N 0.583 1.548 -3.529
S 0.448 2.414 -2.272
O -0.848 2.984 -2.135
O 1.023 1.791 -1.056
C 1.611 3.842 -2.440
F 1.502 4.353 -3.659
F 2.871 3.454 -2.239
F 1.305 4.772 -1.542
C 5.948 -2.131 1.135
C 4.637 -1.499 0.779
C 3.434 -2.176 0.929
C 2.250 -1.548 0.596
N 2.206 -0.301 0.125
C 3.358 0.358 -0.032
C 4.577 -0.199 0.283
H 5.821 -3.165 1.446
H 6.426 -1.584 1.949
H 6.628 -2.107 0.283
H 3.411 -3.192 1.299
H 1.297 -2.051 0.701
H 3.283 1.353 -0.447
H 5.479 0.378 0.129
*
```

- LUMO energy (eV) = -1.306
- Kohn-Sham gap (eV) = 6.8
- DFT total energy (eV) = -79184.845
- ΔE to the lowest compared entry with this formula, charge and spin (kcal/mol) = 0.0